Record 1
DFT (ωB97M-V with the def2-TZVPD basis set) results for a molecular structure, C12H16AsB2F10N5O7Tc at a distorted geometry.

Properties
Maximum force   0.0366 hartree/bohr
Total charge   +1
HOMO (spin up / spin down)   -13.405 / -13.426 eV
⟨S²⟩   2.025
Relative energy (zero: lowest compared OMol25 entry of this formula, charge and spin)   29.4 kcal/mol
Multiplicity   3
HOMO-LUMO gap (spin up / spin down)   6.980 / 6.309 eV
DFT total energy   -4632.21276 Eh

Structure (XYZ):
```
54
Properties=species:S:1:pos:R:3:lowdin_spin:R:1
Tc 0.040 0.112 -0.064 -0.02
C 0.242 -2.709 -3.287 0.00
C -0.140 -1.856 -2.144 0.00
N 0.684 -1.404 -1.263 0.00
O 1.968 -1.822 -1.302 0.01
B 3.078 -1.014 -0.798 0.00
F 3.210 0.210 -1.319 0.00
F 4.154 -1.781 -0.639 0.00
O 2.694 -0.712 0.890 0.44
N 1.534 -0.299 1.252 0.29
C 1.208 -0.469 2.578 0.06
C 2.233 -0.874 3.563 0.00
C -0.213 -0.697 2.835 -0.02
N -0.962 -0.567 1.786 0.06
O -2.243 -0.738 1.984 0.06
B -3.198 -0.038 0.958 0.00
F -4.440 -0.350 1.353 0.00
F -2.838 1.283 1.018 0.00
O -2.973 -0.618 -0.394 0.00
N -1.727 -0.801 -0.809 0.00
C -1.560 -1.505 -1.877 0.00
C -2.657 -2.037 -2.716 0.00
C -0.793 -0.961 4.175 0.00
H 1.312 -2.881 -3.313 0.00
H -0.078 -2.209 -4.205 0.00
H -0.286 -3.663 -3.236 0.00
H 3.242 -0.739 3.190 0.00
H 2.060 -1.927 3.802 0.00
H 2.098 -0.301 4.479 0.00
H -3.616 -1.699 -2.343 0.00
H -2.622 -3.128 -2.739 0.00
H -2.526 -1.667 -3.734 0.00
H -0.047 -0.951 4.962 0.00
H -1.316 -1.920 4.172 0.00
H -1.555 -0.206 4.379 0.00
O -1.472 3.492 0.041 0.74
C -0.781 3.246 1.038 0.07
C -0.576 4.399 2.018 0.07
C 0.334 3.749 3.047 0.02
C 0.533 2.347 2.527 0.00
O 1.240 1.529 3.124 0.07
N -0.142 2.116 1.344 0.03
H -1.546 4.715 2.398 0.00
H -0.128 5.234 1.483 0.00
H -0.101 3.704 4.045 0.00
H 1.305 4.236 3.129 0.00
F -1.298 1.731 -1.420 0.07
As -2.144 2.224 -2.985 0.00
F -3.524 2.614 -2.038 0.00
F -1.489 3.798 -2.738 0.00
F -2.896 2.632 -4.453 0.00
F -0.687 1.719 -3.765 0.00
F -2.688 0.570 -3.064 0.00
O 0.931 1.195 -0.849 0.04
```

Record 2
DFT (ωB97M-V with the def2-TZVPD basis set) results for 2 unconnected molecules or ions with the total composition C2H4OS3 at a distorted geometry.

Properties
Maximum force   0.0294 hartree/bohr
HOMO (spin up / spin down)   -8.740 / -8.740 eV
Relative energy (zero: lowest compared OMol25 entry of this formula, charge and spin)   37.6 kcal/mol
HOMO-LUMO gap (spin up / spin down)   6.883 / 6.882 eV
DFT total energy   -1348.34850 Eh

Structure (XYZ):
```
10
Properties=species:S:1:pos:R:3:lowdin_charge:R:1
C -0.071 -1.185 0.081 -0.73
C -0.090 0.289 0.175 -0.18
O 4.743 -0.941 1.850 -0.59
S 4.425 -3.727 2.337 0.21
S 0.422 -2.168 1.263 0.66
S 5.002 -2.248 1.272 0.38
H -0.389 -1.609 -0.866 0.04
H 0.883 0.665 -0.156 0.08
H -0.237 0.615 1.202 0.07
H -0.852 0.719 -0.471 0.07
```

Record 3
DFT (ωB97M-V with the def2-TZVPD basis set) results for a molecular structure, C6H15BrO2S at a distorted geometry.

Properties
Maximum force   0.0391 hartree/bohr
HOMO   -5.751 eV
HOMO-LUMO gap   4.693 eV
DFT total energy   -3360.11466 Eh

Structure (XYZ):
```
25
Properties=species:S:1:pos:R:3:lowdin_charge:R:1
C -2.847 -0.397 -1.441 -0.19
C -1.352 -0.062 -1.717 -0.26
O -0.700 0.526 -0.577 -0.22
C 0.539 1.029 -1.009 -0.29
C 1.370 1.597 0.177 -0.32
S 0.702 1.139 1.813 1.14
C 1.287 -0.539 2.334 -0.31
C 2.304 -1.222 1.350 -0.25
O 2.107 -2.637 1.457 -0.06
H -3.542 0.444 -1.812 -0.20
H -3.093 -1.304 -2.043 0.07
H -3.036 -0.620 -0.376 0.06
H -0.792 -0.983 -2.016 0.12
H -1.338 0.637 -2.587 0.13
H 0.337 1.882 -1.700 0.14
H 1.074 0.270 -1.625 0.13
H 2.398 1.191 0.096 0.10
H 1.473 2.694 0.072 0.11
H -0.669 0.980 1.688 0.06
H 1.825 -0.372 3.289 0.10
H 0.403 -1.152 2.572 0.10
H 3.320 -1.041 1.730 0.13
H 2.158 -0.964 0.286 0.11
H 1.167 -2.816 1.520 0.08
Br -5.094 1.723 -1.482 -0.48
```

Record 4
DFT (ωB97M-V with the def2-TZVPD basis set) results for a single C3H5N3S molecule at a distorted geometry.

Properties
Maximum force   0.0437 hartree/bohr
HOMO   -8.298 eV
Relative energy (zero: lowest compared OMol25 entry of this formula, charge and spin)   49.6 kcal/mol
HOMO-LUMO gap   7.920 eV
DFT total energy   -679.70619 Eh

Structure (XYZ):
```
12
Properties=species:S:1:pos:R:3:lowdin_charge:R:1
N 2.785 -0.654 0.023 0.07
N 1.450 -0.111 -0.113 -0.19
C 1.015 1.204 0.001 -0.11
N -0.290 1.316 0.006 0.03
C -0.817 0.047 -0.065 -0.86
S -2.448 -0.250 0.023 0.62
C 0.289 -0.969 0.005 -0.16
H 3.398 -0.078 -0.614 0.10
H 3.127 -0.367 0.967 0.09
H 1.667 2.068 0.201 0.14
H 0.215 -1.571 0.912 0.13
H 0.222 -1.611 -0.881 0.13
```